ORCA calculation (wB97M-V/def2-TZVPD) on 5 unconnected molecules or ions with the total composition H9O4S.

Structure (XYZ):
```
14
Properties=species:S:1:pos:R:3
S 0.97167 -0.64388 0.15528
H 0.94045 -1.89220 0.65305
H -0.59484 2.35244 0.18549
H -1.94485 1.77441 0.52218
O -1.50678 2.62761 0.33937
H 3.88629 0.93473 1.02551
H 3.27759 -0.32874 0.48608
O 4.14749 0.06059 0.71362
H -0.61518 -0.99358 -1.33324
H -1.13359 -1.89566 -2.44283
O -1.40605 -1.14255 -1.91099
H -2.43227 -0.45875 -0.09677
H -1.32078 -0.30131 0.91835
O -2.26916 -0.09312 0.78490
```

Results
- energy relative to the best compared isomer or geometry (same formula, charge and spin) (kJ/mol) = 15.3
- highest occupied orbital energy (eV) = -4.325
- Kohn-Sham gap (eV) = 8.09
- total charge = -1



ORCA calculation (wB97M-V/def2-TZVPD) on 5 unconnected molecules or ions with the total composition H9O4S at a distorted geometry.

Structure (XYZ):
```
14
Properties=species:S:1:pos:R:3
S 1.27046 -0.06239 -0.39520
H 0.73013 0.23228 -1.60411
H -2.61067 4.03431 -5.18294
H -1.52883 4.36001 -4.18480
O -2.04437 4.74800 -4.87381
H 2.13272 -4.42828 1.82010
H 0.70447 -4.35581 2.13560
O 1.36850 -4.99595 1.84038
H 0.99231 -1.14742 1.40470
H 0.25478 -1.31475 2.65605
O 1.15152 -1.45806 2.31906
H -0.43653 1.22892 0.71315
H -0.84533 1.49819 2.12734
O -1.13916 1.66095 1.22447
```

Results
- energy relative to the best compared isomer or geometry (same formula, charge and spin) (kJ/mol) = 60.9
- spin multiplicity = 2
- highest occupied orbital energy (spin up / spin down) (eV) = -11.372 / -10.938
- Kohn-Sham gap (spin up / spin down) (eV) = 11.45 / 7.20



| no. | calculated total energy (eV) |
| --- | --- |
| 1 | -19173.9521 |
| 2 | -19169.3430 |